# 1
{
  "formula": "C5H10N2O",
  "method": "ωB97M-V with the def2-TZVPD basis set",
  "total_charge": 0,
  "e_homo_ev": [-8.645, -7.633],
  "energy_ev": -10369.251,
  "largest_force_ev_per_a": 2.88,
  "gap_ev": [8.5903, 7.5574],
  "elements": ["C", "C", "C", "N", "C", "C", "O", "N", "H", "H", "H", "H", "H", "H", "H", "H", "H", "H"],
  "xyz": [[-0.44, -0.37, -0.05], [-1.77, -0.09, -0.69], [0.85, -0.57, -0.93], [0.83, -0.25, -2.29], [-0.23, 1.55, 2.93], [1.80, -1.47, -0.47], [0.45, 0.70, 0.08], [-0.76, 1.39, 1.81], [-0.48, -0.98, 0.84], [0.09, 0.40, -2.53], [1.72, 0.09, -2.63], [-2.28, -1.02, -0.95], [-2.37, 0.47, 0.04], [-1.70, 0.54, -1.57], [0.47, 2.37, 3.17], [-0.49, 0.96, 3.83], [2.34, -2.10, -1.16], [1.96, -1.61, 0.59]],
  "nbo_charge": [0.112, -0.646, 0.259, -0.816, -0.229, -0.356, -0.529, -0.172, 0.177, 0.379, 0.376, 0.216, 0.243, 0.202, 0.195, 0.193, 0.200, 0.197]
}

# 2
{
  "formula": "C5H10N2O",
  "method": "ωB97M-V with the def2-TZVPD basis set",
  "total_charge": 0,
  "e_homo_ev": -5.574,
  "energy_ev": -10369.380,
  "largest_force_ev_per_a": 1.75,
  "gap_ev": 2.8125,
  "elements": ["O", "C", "C", "C", "C", "C", "N", "N", "H", "H", "H", "H", "H", "H", "H", "H", "H", "H"],
  "xyz": [[1.28, 0.34, 0.02], [2.39, 0.88, 0.33], [3.64, 0.32, 0.24], [-4.73, 0.07, 0.21], [-3.51, 0.03, -0.36], [-2.28, -0.24, 0.28], [-1.14, -0.26, -0.48], [3.87, -0.97, -0.23], [2.36, 1.89, 0.78], [4.42, 0.82, 0.82], [-5.61, 0.06, -0.42], [-4.83, 0.19, 1.28], [-3.40, 0.19, -1.42], [-2.16, -0.44, 1.34], [-0.65, 0.66, -0.44], [-0.47, -0.97, -0.22], [2.97, -1.40, -0.45], [4.47, -0.98, -1.05]],
  "nbo_charge": [-0.786, 0.172, -0.152, -0.233, -0.316, 0.211, -0.800, -0.822, 0.109, 0.175, 0.213, 0.203, 0.232, 0.187, 0.455, 0.415, 0.372, 0.364]
}